Here is 2 unconnected molecules or ions with the total composition C4H8O3 from OMol25. Energies are from ωB97M-V/def2-TZVPD.

Values from the calculation:
- ΔE to the lowest compared entry with this formula, charge and spin: 2.463 eV
- Charge: 0
- Orbital gap: 10.7082 eV
- HOMO level: -10.44 eV
- M: 104.1 g/mol
- SMILES string: O=CCC(=O)CO.[H][H]
- Calculated total energy: -382.87430 a.u.

The geometry in XYZ format:
```
15
Properties=species:S:1:pos:R:3:forces:R:3
O 1.375 -0.458 -1.591 -0.51 0.32 -0.08
C 0.412 0.268 -1.616 0.32 -0.21 0.01
C -0.148 0.932 -0.366 0.01 0.05 0.07
C -1.106 -0.077 0.245 -0.30 -0.08 -0.08
O -2.252 -0.198 -0.137 0.47 0.09 0.15
C -0.548 -0.998 1.307 0.17 0.20 -0.09
O -1.459 -1.993 1.651 -0.14 -0.03 -0.02
H 2.947 0.991 -0.565 0.06 0.06 0.04
H -0.146 0.463 -2.553 0.09 -0.08 0.08
H 3.102 1.673 -0.314 0.05 0.01 0.01
H -0.700 1.840 -0.626 0.07 -0.16 0.03
H 0.679 1.152 0.317 -0.16 -0.07 -0.13
H 0.394 -1.423 0.924 -0.14 0.04 0.04
H -0.282 -0.376 2.178 -0.03 -0.07 -0.12
H -2.267 -1.797 1.148 0.04 -0.06 0.08
```
Forces are in eV/Å.

***

Here is 2 unconnected molecules or ions with the total composition C4H8O3 from OMol25. Energies are from ωB97M-V/def2-TZVPD.

Values from the calculation:
- ΔE to the lowest compared entry with this formula, charge and spin: 3.363 eV
- Charge: 0
- Orbital gap: 10.9634 eV
- HOMO level: -10.26 eV
- M: 104.1 g/mol
- SMILES string: OC[C@H]1CO1.C=O
- Calculated total energy: -382.84123 a.u.

The geometry in XYZ format:
```
15
Properties=species:S:1:pos:R:3:forces:R:3
O 0.307 -1.846 -1.431 0.24 -0.32 0.57
C 0.678 -2.368 -0.408 -0.06 0.07 -0.23
C -0.226 1.200 -0.493 0.15 -0.03 0.00
C 0.944 0.886 0.463 -0.02 -0.05 -0.31
O 0.414 0.415 1.682 -0.16 0.08 0.11
C -1.511 0.496 -0.398 -0.09 -0.17 0.02
O -1.333 1.778 0.202 -0.10 0.32 0.08
H -0.053 1.649 -1.475 0.42 0.04 0.40
H 0.773 -3.463 -0.294 -0.10 -0.04 -0.23
H 0.954 -1.798 0.496 -0.10 0.13 -0.09
H 1.602 0.110 0.061 -0.23 0.04 -0.15
H 1.615 1.739 0.678 -0.53 0.10 -0.46
H -0.314 1.032 1.868 0.09 -0.24 0.15
H -1.643 -0.332 0.293 0.12 0.13 0.01
H -2.205 0.501 -1.243 0.38 -0.05 0.11
```
Forces are in eV/Å.

***

Here is 2 unconnected molecules or ions with the total composition C4H8O3 from OMol25. Energies are from ωB97M-V/def2-TZVPD.

Values from the calculation:
- ΔE to the lowest compared entry with this formula, charge and spin: 2.444 eV
- Charge: 0
- Orbital gap: 10.5531 eV
- HOMO level: -9.94 eV
- M: 104.1 g/mol
- SMILES string: C[C@@H](O)C=O.C=O
- Calculated total energy: -382.87500 a.u.

The geometry in XYZ format:
```
15
Properties=species:S:1:pos:R:3:forces:R:3
C 1.442 1.106 -1.748 0.18 0.23 -0.43
O 1.552 1.744 -0.737 0.30 0.38 0.09
H 0.240 0.866 0.574 -0.22 -0.27 0.03
H 2.166 0.328 -2.040 0.09 -0.08 0.07
H 0.749 -1.214 -0.759 -0.14 0.03 0.00
H 0.674 1.319 -2.505 -0.11 0.05 0.01
C -0.077 -1.056 1.510 -0.14 0.19 -0.26
C -0.331 -0.064 0.380 0.24 0.21 0.88
C -1.782 0.360 0.311 0.24 -0.15 -0.51
O 0.053 -0.559 -0.891 -0.26 -0.56 -0.11
O -2.470 0.594 1.261 -0.05 0.01 0.21
H -2.148 0.458 -0.728 -0.19 0.06 -0.06
H 0.990 -1.226 1.642 0.07 0.00 0.01
H -0.572 -2.003 1.297 -0.03 -0.08 0.02
H -0.486 -0.653 2.433 0.01 0.00 0.05
```
Forces are in eV/Å.

***

Here is 2 unconnected molecules or ions with the total composition C4H8O3 from OMol25. Energies are from ωB97M-V/def2-TZVPD.

Values from the calculation:
- ΔE to the lowest compared entry with this formula, charge and spin: 3.198 eV
- Charge: 0
- Orbital gap: 10.9141 eV
- HOMO level: -10.12 eV
- M: 104.1 g/mol
- SMILES string: OC[C@H]1CO1.C=O
- Calculated total energy: -382.84728 a.u.

The geometry in XYZ format:
```
15
Properties=species:S:1:pos:R:3:forces:R:3
O -2.247 -0.205 0.659 0.16 0.00 0.55
C -1.832 -0.199 1.794 -0.16 0.00 -0.33
C 0.546 -0.097 -1.331 -0.08 -0.17 0.01
C 0.875 -1.005 -0.166 -0.11 -0.17 -0.18
O 1.325 -0.255 0.940 0.20 0.15 -0.03
C 0.035 1.249 -1.109 -0.24 0.13 0.03
O 1.413 1.032 -1.434 0.19 0.07 -0.10
H 0.327 -0.594 -2.277 0.04 0.07 0.14
H -2.518 -0.114 2.660 0.04 -0.01 -0.13
H -0.752 -0.272 2.017 -0.10 0.02 -0.03
H -0.021 -1.552 0.142 0.11 0.04 -0.09
H 1.635 -1.737 -0.480 -0.10 0.12 0.04
H 1.908 0.425 0.562 -0.07 -0.10 0.17
H -0.150 1.583 -0.091 0.04 -0.05 -0.16
H -0.546 1.742 -1.886 0.08 -0.10 0.11
```
Forces are in eV/Å.

***

Here is a single C4H8O3 molecule in a non-equilibrium geometry from OMol25. Energies are from ωB97M-V/def2-TZVPD.

Values from the calculation:
- ΔE to the lowest compared entry with this formula, charge and spin: 1.992 eV
- Charge: 0
- Orbital gap: 11.0018 eV
- HOMO level: -10.27 eV
- M: 104.1 g/mol
- SMILES string: C[C@@H](O)[C@@H](O)C=O
- Calculated total energy: -382.89160 a.u.

The geometry in XYZ format:
```
15
Properties=species:S:1:pos:R:3:forces:R:3
C -1.113 -1.227 0.591 -0.28 0.14 -0.19
C -0.019 -0.720 -0.349 -0.11 0.18 -0.45
O -0.765 0.005 -1.368 0.61 0.01 -0.31
C 1.009 0.299 0.161 -0.11 -0.02 0.08
O 1.807 0.706 -0.909 0.20 0.17 0.08
C 0.322 1.506 0.778 0.09 0.38 -0.13
O 0.470 2.613 0.315 -0.12 -0.48 0.21
H -1.911 -0.917 -0.100 -0.70 -0.66 1.19
H -1.127 -2.308 0.764 0.14 0.26 -0.09
H -1.222 -0.707 1.550 0.14 -0.09 -0.26
H 0.542 -1.553 -0.790 -0.10 0.22 -0.04
H -0.832 -0.491 -2.192 0.26 0.01 0.22
H 1.648 -0.142 0.946 -0.23 -0.08 -0.09
H 1.526 1.617 -1.104 0.14 -0.09 -0.07
H -0.300 1.340 1.678 0.07 0.03 -0.14
```
Forces are in eV/Å.

***

Here is a single C4H8O3 molecule from OMol25. Energies are from ωB97M-V/def2-TZVPD.

Values from the calculation:
- ΔE to the lowest compared entry with this formula, charge and spin: 1.036 eV
- Charge: 0
- Orbital gap: 11.1300 eV
- HOMO level: -10.27 eV
- M: 104.1 g/mol
- SMILES string: C[C@@H](O)COC=O
- Calculated total energy: -382.92674 a.u.

The geometry in XYZ format:
```
15
Properties=species:S:1:pos:R:3:forces:R:3
C 0.994 -1.334 1.264 0.01 -0.05 0.03
C 0.471 -0.677 -0.029 0.30 0.16 0.11
O -0.686 -1.350 -0.484 -0.16 0.03 -0.02
C 0.231 0.807 0.212 0.00 -0.11 0.18
O 0.010 1.545 -1.009 -0.10 0.01 -0.09
C -1.226 1.577 -1.492 -0.35 -0.11 0.09
O -2.182 0.982 -1.049 0.41 0.28 -0.16
H 1.096 -0.623 2.093 -0.04 -0.07 -0.14
H 1.969 -1.806 1.112 -0.14 0.07 0.02
H 0.283 -2.106 1.565 0.10 0.09 -0.02
H 1.235 -0.756 -0.816 -0.10 -0.01 0.09
H -1.426 -0.725 -0.530 0.07 -0.10 -0.03
H 1.120 1.267 0.647 -0.10 -0.10 -0.06
H -0.622 0.958 0.884 0.10 -0.03 -0.07
H -1.266 2.240 -2.366 -0.01 -0.07 0.07
```
Forces are in eV/Å.

***

Here is 2 unconnected molecules or ions with the total composition C4H8O3 from OMol25. Energies are from ωB97M-V/def2-TZVPD.

Values from the calculation:
- ΔE to the lowest compared entry with this formula, charge and spin: 2.137 eV
- Charge: 0
- Orbital gap: 10.5899 eV
- HOMO level: -10.09 eV
- M: 104.1 g/mol
- SMILES string: C[C@@H](O)C=O.C=O
- Calculated total energy: -382.88628 a.u.

The geometry in XYZ format:
```
15
Properties=species:S:1:pos:R:3:forces:R:3
C 2.684 -0.107 1.355 -0.24 0.21 0.09
O 1.670 0.532 1.492 0.46 -0.23 -0.04
C 0.276 -0.443 -0.567 0.06 -0.35 0.01
O 0.585 -1.617 -0.557 -0.11 0.51 -0.02
C -1.034 0.049 0.004 0.10 0.19 -0.11
C -1.761 0.907 -1.026 -0.06 0.05 -0.06
O -1.824 -1.037 0.404 0.06 -0.17 0.03
H 2.732 -0.981 0.679 -0.03 0.07 0.06
H 3.605 0.166 1.898 -0.03 -0.05 0.00
H 0.934 0.321 -1.022 -0.09 -0.08 0.03
H -0.765 0.674 0.870 -0.06 -0.09 -0.12
H -1.155 1.776 -1.308 -0.09 -0.13 0.04
H -2.703 1.264 -0.605 0.12 -0.05 -0.05
H -1.984 0.320 -1.923 0.02 0.08 0.11
H -1.261 -1.823 0.307 -0.11 0.04 0.04
```
Forces are in eV/Å.

***

Here is 3 unconnected molecules or ions with the total composition C4H8O3 in a non-equilibrium geometry from OMol25. Energies are from ωB97M-V/def2-TZVPD.

Values from the calculation:
- ΔE to the lowest compared entry with this formula, charge and spin: 3.590 eV
- Charge: 0
- Orbital gap: 9.0168 eV
- HOMO level: -8.58 eV
- M: 104.1 g/mol
- SMILES string: O=C=CO.C=O.C
- Calculated total energy: -382.83288 a.u.

The geometry in XYZ format:
```
15
Properties=species:S:1:pos:R:3:forces:R:3
C -1.494 0.721 1.105 0.01 0.02 0.07
C -1.119 -1.031 -1.662 0.19 0.34 -0.01
O -0.243 -0.210 -1.788 -0.49 -0.39 -0.10
C 1.366 -0.763 -0.066 -0.14 -0.59 0.15
O 0.957 -1.840 0.172 0.38 0.93 -0.16
C 1.941 0.428 -0.163 -0.14 -0.28 -0.20
O 3.128 0.599 0.549 -0.02 0.12 0.25
H -1.165 1.261 1.995 -0.09 -0.05 -0.06
H -2.553 0.924 0.924 0.14 -0.08 0.06
H -1.326 -0.349 1.256 -0.09 0.16 0.00
H -2.013 -1.015 -2.307 0.08 -0.03 -0.01
H -1.067 -1.805 -0.875 0.01 0.04 -0.16
H 1.597 1.194 -0.850 0.08 -0.29 0.20
H -0.904 1.054 0.254 -0.07 0.04 0.09
H 2.897 0.834 1.456 0.13 0.06 -0.11
```
Forces are in eV/Å.

***

Here is a molecular structure, C4H8O3Pt in a non-equilibrium geometry from OMol25. Energies are from ωB97M-V/def2-TZVPD.

Values from the calculation:
- ΔE to the lowest compared entry with this formula, charge and spin: 0.000 eV
- Charge: 0
- Orbital gap (alpha / beta): 5.9224 / 8.0023 eV
- HOMO level (alpha / beta): -6.03 / -8.45 eV
- M: 299.2 g/mol
- Spin multiplicity: 3
- Calculated total energy: -502.02631 a.u.
- <S²>: 2.014

The geometry in XYZ format:
```
16
Properties=species:S:1:pos:R:3:forces:R:3
O 2.673 0.927 -0.543 -0.09 1.26 -1.29
C 2.776 -0.052 0.276 -0.95 -0.54 1.43
O 1.514 -0.588 0.666 0.16 -0.95 0.41
C 0.690 -1.229 -0.301 0.84 0.25 0.10
C -0.738 -0.791 -0.081 -0.19 -0.75 0.23
O -0.826 0.624 -0.043 -1.24 -0.54 0.24
C -2.132 1.130 0.175 -0.40 0.20 0.03
Pt 0.769 1.712 -0.582 1.86 1.37 -0.72
H 3.333 0.113 1.219 0.09 -0.30 -0.44
H 0.752 -2.314 -0.146 -0.13 0.06 -0.17
H 1.022 -0.996 -1.323 -0.08 -0.01 0.22
H -1.095 -1.164 0.892 0.00 0.05 -0.28
H -1.367 -1.183 -0.896 0.02 0.09 0.23
H -2.067 2.223 0.202 0.01 -0.30 0.02
H -2.789 0.825 -0.653 0.07 0.05 0.26
H -2.512 0.763 1.139 0.02 0.05 -0.26
```
Forces are in eV/Å.

***

Here is a single C4H8O3S molecule in a non-equilibrium geometry from OMol25. Energies are from ωB97M-V/def2-TZVPD.

Values from the calculation:
- ΔE to the lowest compared entry with this formula, charge and spin: 3.490 eV
- Charge: 0
- Orbital gap: 9.8536 eV
- HOMO level: -9.34 eV
- M: 136.2 g/mol
- SMILES string: CO[C@H](CO)SC=O
- Calculated total energy: -781.00497 a.u.

The geometry in XYZ format:
```
16
Properties=species:S:1:pos:R:3:forces:R:3
C 0.584 1.948 -0.883 2.36 0.90 -0.14
C -0.075 -0.270 -0.310 -1.63 1.53 4.52
C -1.412 0.200 0.459 1.02 1.06 -4.64
C 1.567 -2.228 0.456 2.37 -2.29 -1.83
H 0.906 2.298 -1.862 0.08 0.70 0.11
H 1.574 2.064 -0.217 -2.57 -0.21 -0.74
H -0.352 2.426 -0.663 0.06 1.07 1.06
H -0.370 -1.217 -0.656 0.43 -1.25 -1.29
H -1.946 0.469 -0.641 0.70 0.56 3.13
H -1.088 0.967 1.166 -0.72 0.52 -0.37
H -2.496 -0.522 1.909 0.62 -0.36 -1.35
H 2.647 -2.476 0.850 -1.90 0.01 -0.14
O 0.263 0.663 -1.208 0.45 -2.40 -2.33
O -2.157 -0.779 1.014 -1.03 -1.23 2.28
O 1.057 -3.041 -0.350 0.68 3.41 2.89
S 1.297 -0.501 0.935 -0.92 -2.03 -1.15
```
Forces are in eV/Å.

***

Here is a molecular structure, C4H8O3Y in a non-equilibrium geometry from OMol25. Energies are from ωB97M-V/def2-TZVPD.

Values from the calculation:
- ΔE to the lowest compared entry with this formula, charge and spin: 0.349 eV
- Charge: +2
- Orbital gap (alpha / beta): 7.6275 / 9.9063 eV
- HOMO level (alpha / beta): -17.27 / -19.61 eV
- M: 193.0 g/mol
- Spin multiplicity: 2
- Calculated total energy: -420.52925 a.u.
- <S²>: 0.753

The geometry in XYZ format:
```
16
Properties=species:S:1:pos:R:3:forces:R:3
O 2.402 1.379 -0.310 1.45 0.45 -0.89
C 2.589 0.069 -0.027 1.82 -2.60 -0.18
O 1.333 -0.414 0.590 0.12 0.36 0.73
C 0.472 -1.238 -0.187 -3.42 -2.88 -0.14
C -0.929 -0.838 0.062 0.21 0.85 -0.19
O -1.101 0.538 -0.024 -0.10 -0.09 -0.18
C -2.462 0.996 0.007 -1.23 0.29 0.05
Y 0.688 1.725 0.398 -1.79 1.87 1.28
H 3.362 -0.113 0.739 -0.25 0.22 -0.36
H 2.779 -0.562 -0.915 -0.03 0.41 0.29
H 0.093 -2.309 0.156 3.10 1.01 -0.37
H -1.635 -1.350 0.719 0.09 0.08 -0.32
H -2.435 2.088 -0.047 -0.14 -0.10 -0.04
H -2.995 0.583 -0.857 0.14 0.19 0.21
H -2.932 0.675 0.944 0.10 0.09 -0.23
H 0.769 -1.228 -1.248 -0.06 -0.14 0.35
```
Forces are in eV/Å.

***

Here is a single C4H8O5S molecule in a non-equilibrium geometry from OMol25. Energies are from ωB97M-V/def2-TZVPD.

Values from the calculation:
- ΔE to the lowest compared entry with this formula, charge and spin: 2.980 eV
- Charge: 0
- Orbital gap: 8.1772 eV
- HOMO level: -9.89 eV
- M: 168.2 g/mol
- SMILES string: CCC(=S(=O)=O)C(O)(O)O
- Calculated total energy: -931.45878 a.u.

The geometry in XYZ format:
```
18
Properties=species:S:1:pos:R:3:forces:R:3
C -0.770 0.152 0.316 2.77 1.99 -3.52
C 1.720 1.292 0.440 -4.15 -0.82 1.10
C 0.761 0.442 -0.451 -1.07 -0.21 3.89
C -1.486 -1.158 -0.010 -1.23 2.09 -0.20
O -3.081 1.270 0.417 -2.59 0.32 0.09
O -1.240 2.828 -0.224 -0.97 -2.89 -0.19
O -2.631 -1.292 0.813 -0.48 0.58 0.09
O -0.606 -2.220 0.139 -1.53 -0.15 0.97
O -2.004 -0.961 -1.346 1.28 -0.86 0.84
S -1.783 1.450 -0.117 3.91 2.17 1.56
H 1.638 2.284 0.119 0.33 1.63 -0.47
H 1.085 1.268 1.383 1.95 0.12 -0.26
H 2.714 0.943 0.455 0.96 -0.48 0.41
H 1.298 -0.429 -0.647 -0.01 -2.06 -0.28
H 0.613 0.917 -1.337 -0.82 1.24 -2.57
H -3.213 -0.424 0.759 1.87 -2.13 0.02
H -0.928 -2.641 0.973 0.53 0.10 -0.84
H -2.708 -1.602 -1.327 -0.77 -0.63 -0.64
```
Forces are in eV/Å.